Density functional theory data (ωB97M-V with the def2-TZVPD basis set) for a structure of composition C49H43F5GeO6PS2W.

## Properties
E_HOMO (spin up / spin down) (eV): -10.8 / -10.8
LUMO (spin up / spin down) (eV): -3.7 / -3.7
Charge: +1
Relative energy (zero: lowest compared OMol25 entry of this formula, charge and spin) (kJ/mol): 174.29

Atoms and positions in Å:
H: 7.25 -0.16 -0.11
Ge: 2.24 -0.30 0.05
C: -0.43 -4.83 0.46
H: -0.09 -5.84 0.62
O: -3.11 1.95 -0.08
C: -0.20 4.59 -1.94
C: 1.46 -0.82 2.86
H: 5.44 3.63 -0.93
H: -6.05 0.87 -2.64
O: -4.51 2.78 -1.93
H: -3.23 4.34 -0.67
C: 2.24 -1.26 1.79
C: -3.03 0.61 3.77
O: -2.40 1.60 -2.32
C: -2.85 -0.50 1.64
H: 0.14 5.38 -1.25
H: 1.54 -3.24 -0.29
C: 6.37 0.46 -0.22
C: -5.57 0.00 -2.20
H: -2.26 -0.15 -4.52
C: 3.08 -2.34 2.00
C: 0.88 3.51 -2.09
C: -4.38 0.17 -1.53
H: -3.92 -2.36 1.48
H: 1.62 3.82 -2.84
H: -0.96 -5.16 -1.59
F: -1.76 3.79 3.73
H: -5.89 -3.33 -1.80
C: -0.92 -4.45 -0.78
H: -0.77 -1.90 2.09
C: 2.47 -1.67 -1.38
C: 2.80 -3.55 -3.41
H: -1.87 1.33 2.09
H: -2.04 5.66 -0.45
C: -2.41 4.89 -1.14
C: 2.17 -3.90 -2.23
C: 0.13 3.21 5.00
O: -1.37 3.95 -1.44
O: 0.22 2.32 -2.52
H: 3.58 -0.36 -2.66
C: 1.42 2.71 5.07
C: 0.19 0.44 -3.98
H: 3.84 -3.80 3.37
C: -3.70 -0.90 -0.96
C: -0.35 -3.90 1.48
H: -4.28 -0.34 5.22
C: -1.37 -3.16 -0.99
C: 5.36 2.58 -0.68
C: 4.11 2.02 -0.49
H: -2.77 5.36 -2.06
F: 2.07 2.16 1.55
O: -0.72 -0.22 -3.12
C: 6.49 1.80 -0.55
C: 1.58 -1.40 4.11
C: -5.47 -2.34 -1.73
H: 1.00 -1.03 4.94
P: -2.13 -0.58 -0.04
H: 3.23 2.64 -0.58
H: -3.78 -3.02 -0.62
C: 2.44 -2.47 4.30
C: -4.27 -2.17 -1.06
H: -1.76 -2.89 -1.96
C: 3.97 0.68 -0.16
H: 7.47 2.24 -0.69
C: -4.19 -1.46 3.39
S: -0.69 3.28 1.05
H: 2.54 -2.91 5.28
H: 0.75 -0.02 2.69
H: -2.42 -1.34 -3.21
F: -0.51 3.58 6.11
C: 3.18 -2.96 3.24
H: 0.05 -4.18 2.44
H: 0.82 -0.30 -4.50
H: 1.38 3.33 -1.12
H: 1.74 1.91 -3.87
H: 1.81 -4.91 -2.09
H: 3.84 -2.00 -4.46
C: -6.12 -1.27 -2.30
C: 0.13 2.97 2.58
F: 2.03 2.58 6.24
C: 0.60 0.68 -0.21
H: -4.84 -2.24 3.76
W: -1.00 1.53 -0.71
C: 1.07 1.38 -3.18
S: -3.60 1.78 -1.47
C: 2.08 2.34 3.89
H: 3.67 -2.72 1.17
C: -1.72 -0.87 -3.89
C: -1.36 -2.24 0.06
C: -0.82 -2.61 1.28
C: 2.01 -2.97 -1.22
C: -0.51 3.33 3.77
H: -2.78 1.44 4.41
H: 5.02 -1.13 0.22
F: 3.32 1.86 3.94
C: -2.52 0.55 2.48
H: -1.26 -1.63 -4.54
C: 3.31 -2.27 -3.56
C: 3.15 -1.34 -2.55
H: -0.38 1.02 -4.73
C: -3.87 -0.39 4.22
H: 2.92 -4.28 -4.20
C: 1.43 2.49 2.68
H: -7.06 -1.41 -2.82
C: 5.12 -0.09 -0.03
H: 1.65 0.82 -2.44
H: -0.44 5.05 -2.91
C: -3.68 -1.52 2.11

Mulliken population analysis, charges in e, atoms 1 to 8: 0.453 1.292 -1.080 0.415 -0.687 -1.066 -0.572 0.448

***

Density functional theory data (ωB97M-V with the def2-TZVPD basis set) for a structure of composition C49H43F5GeO6PS2W.

## Properties
E_HOMO (eV): -10.9
LUMO (eV): -4.0
Charge: +1
Relative energy (zero: lowest compared OMol25 entry of this formula, charge and spin) (kJ/mol): 400.63

Atoms and positions in Å:
H: 5.48 -1.90 -3.94
H: 1.46 2.98 -4.74
C: 0.91 3.62 -1.46
H: -3.83 1.34 5.31
C: -2.11 3.75 -1.28
H: 2.14 5.35 -4.68
C: 0.97 2.89 -2.65
C: 4.56 -1.36 -3.75
H: -3.60 -3.34 -0.43
C: 1.63 -3.55 -0.14
C: -0.99 0.50 3.66
F: -2.63 2.03 1.84
F: -1.84 6.04 -1.72
H: 2.05 -2.74 0.47
H: 2.46 -4.11 -0.59
C: -0.55 0.84 -6.97
C: 3.40 0.53 -2.82
H: 1.24 -1.55 -4.38
C: 2.18 -1.16 -4.00
O: 1.56 -0.41 -0.18
C: -0.22 1.60 3.99
C: 2.30 0.05 2.23
O: 0.82 -4.40 0.64
C: -2.40 3.00 0.95
H: 0.62 -3.78 -2.04
C: -2.13 5.34 0.50
C: -2.03 2.52 5.27
C: -0.74 2.61 4.79
W: -0.45 -0.20 -0.61
H: 1.33 -2.10 4.63
C: 3.64 0.21 2.57
H: 3.68 -1.85 5.24
C: 1.79 4.86 -3.77
C: 2.19 0.03 -3.28
C: 1.54 -4.96 1.73
H: 3.44 1.47 -2.28
C: 0.14 0.85 -5.77
C: 1.96 -1.45 4.04
H: -3.71 0.97 -5.77
C: 1.72 5.58 -2.59
C: 3.30 -1.31 4.39
O: -0.42 -2.40 -0.90
C: -2.27 2.69 -0.38
H: -0.12 3.46 5.05
C: -1.82 -4.63 4.76
C: 4.13 -0.48 3.67
H: -2.91 -0.44 3.90
H: -2.43 3.31 5.90
H: -1.60 -3.50 6.57
P: -0.39 -0.83 2.54
H: 4.27 0.85 1.98
Ge: 0.53 1.01 -2.92
H: -2.48 0.88 -7.92
C: -1.27 -3.46 2.73
S: -2.39 1.06 -1.08
C: -2.33 4.31 1.41
H: -1.30 -4.05 -0.07
C: 1.28 4.95 -1.43
H: -3.50 -0.53 1.85
C: -1.53 -3.34 -0.85
C: -0.67 -0.80 -2.33
C: -0.55 0.90 -4.55
H: -2.17 -5.52 5.27
C: -2.63 0.93 -5.78
F: -2.46 4.58 2.70
C: -0.95 -2.32 3.45
C: 4.58 -0.16 -3.05
O: 2.84 1.67 0.27
C: -1.70 -4.61 3.38
H: -4.32 -0.68 0.28
F: -1.99 3.52 -2.58
C: -2.03 5.06 -0.85
C: -1.50 -3.49 5.49
O: 0.45 1.40 0.83
H: 0.00 0.81 -7.91
H: 1.94 -4.17 2.38
S: 1.81 0.80 0.73
H: 0.84 -5.57 2.30
H: 2.36 -5.59 1.38
C: 1.42 3.53 -3.81
C: -2.81 -2.60 -0.59
C: -1.94 0.88 -6.98
C: -1.94 0.94 -4.57
H: 0.80 1.69 3.63
H: 2.02 6.62 -2.57
H: 3.34 -2.78 -4.80
C: 3.35 -1.86 -4.23
H: 0.57 3.15 -0.54
C: -3.78 -1.23 1.06
C: -2.30 0.42 4.14
O: -2.59 -1.81 0.56
H: -3.10 -1.96 -1.43
H: 5.53 0.23 -2.69
H: 1.22 0.81 -5.78
H: -4.44 -2.00 1.48
C: -1.08 -2.35 4.85
C: 0.86 -3.01 -1.31
H: -1.17 -3.45 1.67
H: -2.50 0.99 -3.65
C: -2.82 1.42 4.94
H: -1.59 -3.85 -1.82
H: 1.42 -2.23 -1.78
H: 5.17 -0.36 3.96
H: -1.96 -5.49 2.80
H: 1.24 5.51 -0.50
C: 1.42 -0.76 2.96
F: -2.05 6.58 0.94
H: -0.85 -1.47 5.43

Mulliken population analysis, charges in e, atoms 1 to 8: 0.425 0.281 0.819 0.456 -0.425 0.446 0.532 -0.693

***

Density functional theory data (ωB97M-V with the def2-TZVPD basis set) for a structure of composition C49H44F3N7Re.

## Properties
E_HOMO (spin up / spin down) (eV): -12.7 / -13.1
LUMO (spin up / spin down) (eV): -5.5 / -6.5
Charge: +2
Relative energy (zero: lowest compared OMol25 entry of this formula, charge and spin) (kJ/mol): 0.00
Spin multiplicity: 4

Atoms and positions in Å:
H: 9.59 18.03 15.61
N: 11.63 13.57 12.71
C: 10.41 13.39 11.96
C: 12.37 20.08 13.84
C: 12.49 18.73 13.97
H: 13.53 11.14 15.77
C: 9.12 12.19 10.41
H: 6.29 13.08 14.74
C: 8.17 14.63 17.15
H: 11.64 11.14 9.87
H: 14.35 15.07 12.14
H: 16.56 15.20 12.80
H: 15.08 18.39 8.16
H: 13.34 13.06 8.75
C: 11.47 17.95 14.60
H: 10.83 8.43 13.51
H: 13.43 18.29 13.69
C: 15.50 11.64 15.21
C: 10.13 9.83 16.57
H: 11.01 10.33 11.35
H: 12.17 10.55 13.41
C: 16.69 14.14 12.59
C: 7.11 13.52 15.30
N: 12.47 14.52 10.75
C: 6.97 14.28 16.45
H: 13.21 16.93 11.77
C: 11.39 10.39 14.17
Re: 11.54 13.45 14.72
C: 14.21 17.63 17.96
H: 14.75 14.85 16.02
H: 12.81 13.94 7.35
C: 10.18 19.99 14.97
C: 11.24 22.27 14.26
C: 14.34 15.49 16.84
F: 12.40 22.69 13.63
C: 11.62 16.60 14.76
C: 14.74 16.80 16.94
F: 10.23 22.73 13.44
C: 10.34 18.64 15.13
N: 13.78 14.44 12.67
N: 11.18 11.37 15.07
H: 12.72 13.21 18.81
C: 9.38 14.15 16.69
H: 11.65 14.22 10.23
C: 16.35 12.33 14.35
H: 11.73 11.53 18.22
C: 11.42 11.29 10.95
C: 8.39 13.20 14.84
H: 7.19 12.89 9.89
C: 10.81 9.14 14.31
C: 10.57 14.36 17.52
C: 14.15 11.88 15.22
H: 7.40 14.94 11.53
C: 12.65 14.11 12.03
H: 9.40 8.05 15.50
N: 11.59 13.34 17.05
C: 10.33 12.32 11.10
H: 14.49 18.69 10.55
C: 10.01 8.93 15.49
C: 13.27 17.05 18.83
C: 12.90 13.53 17.79
C: 13.41 15.02 17.75
N: 12.94 15.76 18.74
C: 13.76 15.27 8.76
H: 14.50 18.67 18.03
C: 13.55 12.91 14.47
H: 14.39 16.17 6.98
H: 12.40 11.47 11.47
H: 9.30 20.51 15.38
H: 8.97 11.27 9.83
C: 8.21 14.26 11.29
H: 8.26 15.04 18.14
H: 9.64 15.32 12.53
H: 9.69 9.53 17.51
H: 15.58 17.11 16.33
C: 10.74 11.04 16.34
H: 6.02 14.52 16.86
C: 13.35 15.46 10.11
H: 17.75 13.95 12.81
H: 17.44 12.19 14.34
C: 13.62 13.91 8.07
H: 14.52 13.58 7.48
H: 10.14 12.11 18.11
C: 14.25 16.38 8.04
C: 11.25 20.76 14.41
N: 9.56 13.57 15.42
C: 8.07 13.13 10.46
F: 11.13 22.95 15.44
C: 15.81 13.29 13.47
C: 11.78 15.35 14.81
C: 14.42 13.53 13.56
H: 15.84 10.91 15.99
H: 8.54 12.60 13.96
H: 13.66 12.86 17.28
C: 14.31 17.73 10.05
C: 13.62 16.71 10.76
H: 13.19 20.68 13.36
H: 16.52 14.11 11.49
C: 11.05 11.97 17.51
H: 10.99 15.35 17.37
H: 10.40 14.23 18.58
C: 9.42 14.39 11.98
C: 14.60 17.58 8.69
H: 12.78 17.54 19.68

Mulliken population analysis, charges in e, atoms 1 to 8: 0.503 1.072 -1.379 -0.519 -0.279 0.397 -0.719 0.504

***

Density functional theory data (ωB97M-V with the def2-TZVPD basis set) for a structure of composition C49H45BrN3P2SV.

## Properties
E_HOMO (spin up / spin down) (eV): -12.1 / -12.1
LUMO (spin up / spin down) (eV): -5.7 / -5.7
Charge: +2
Relative energy (zero: lowest compared OMol25 entry of this formula, charge and spin) (kJ/mol): 0.00
Spin multiplicity: 3

Atoms and positions in Å:
H: -2.59 1.84 3.34
H: -6.09 -1.24 2.12
C: 2.42 3.18 -1.86
H: -0.81 -5.76 -1.19
C: -0.46 -5.03 -0.48
C: -4.01 -0.69 2.13
H: -2.00 -2.23 4.38
C: 1.74 -0.87 5.09
C: -3.41 1.13 0.62
C: 5.20 -0.84 0.78
H: 4.24 1.32 -2.28
H: 2.10 -1.33 6.00
C: -2.84 -1.64 -1.22
Br: 1.19 3.63 1.12
H: -1.08 -3.38 -1.69
C: 0.61 -4.48 1.60
C: 1.78 1.95 -2.08
H: 7.19 -0.76 0.00
N: -0.97 2.73 2.42
H: 0.32 -1.74 -3.69
H: 2.14 -1.81 -7.84
N: -1.72 0.08 1.97
H: -4.49 3.68 4.31
C: 2.44 4.15 -2.84
C: 3.88 -0.43 0.61
C: -1.74 -0.79 -1.31
H: -2.68 1.81 0.21
H: -3.50 3.00 5.59
C: 4.50 0.73 -1.41
H: 2.73 1.35 2.74
H: 0.14 5.87 2.87
H: 1.85 4.67 -4.84
P: -0.24 -0.97 -0.30
H: 5.46 -1.46 1.62
H: 1.77 -0.81 -4.05
H: 0.89 -2.41 2.00
H: 3.13 -0.78 1.30
C: -0.25 3.83 2.32
N: 1.10 -0.71 -1.29
C: -1.37 -0.71 2.99
C: -0.49 5.01 3.00
H: 2.95 5.09 -2.66
H: -4.82 -2.05 -1.91
H: -3.68 4.75 5.46
H: 0.75 2.50 -5.27
H: 3.35 -1.75 -6.56
C: -2.96 0.60 -2.87
H: 0.71 0.78 -3.52
C: -2.31 -1.58 3.58
C: -5.35 -0.58 1.69
H: 6.56 0.61 -1.96
C: 2.00 -2.93 -4.31
C: 1.83 3.91 -4.07
C: -3.03 0.15 1.57
H: 1.71 -3.86 -3.80
P: 1.78 0.73 -0.74
H: -2.82 -2.51 -0.58
H: -5.00 1.98 -0.48
C: 0.14 -5.43 0.70
H: -4.92 -0.09 -3.40
C: 1.19 1.72 -3.32
C: -4.72 1.23 0.24
C: 2.08 0.63 3.24
H: 2.86 -1.61 -1.97
C: -2.02 2.75 3.25
H: 1.87 -0.75 -6.45
H: 2.96 3.36 -0.94
C: 5.81 0.32 -1.23
H: -6.73 0.45 0.44
H: 0.25 -6.48 0.92
H: -3.00 1.48 -3.50
C: 3.53 0.37 -0.47
V: -0.12 1.11 1.11
C: -3.98 -1.38 -1.97
C: 6.17 -0.45 -0.14
C: 1.41 -1.73 -3.58
C: -3.58 3.83 4.89
H: 3.09 -2.90 -4.29
C: 0.02 -0.55 3.46
C: 2.54 0.04 4.41
C: -1.83 0.35 -2.11
S: 1.43 -3.12 -6.01
C: 1.79 -1.74 -2.11
C: -3.60 -1.59 3.14
C: -1.59 5.01 3.84
H: -1.00 1.05 -2.17
C: 0.47 -3.13 1.32
H: -4.33 -2.26 3.58
H: -0.15 -1.83 5.19
C: -2.38 3.88 3.99
C: 1.21 2.70 -4.31
C: -0.17 -2.72 0.16
H: 1.53 -2.71 -1.67
C: 0.82 0.33 2.71
H: 1.11 -4.80 2.51
C: -5.70 0.36 0.76
C: 2.28 -1.72 -6.76
H: -1.84 5.91 4.40
C: 0.47 -1.16 4.63
H: 3.52 0.29 4.80
C: -0.62 -3.68 -0.76
C: -4.04 -0.27 -2.80

Mulliken population analysis, charges in e, atoms 1 to 8: 0.672 0.515 -0.897 0.500 -1.002 0.794 0.593 -1.326